Record 1
Computed, not measured: a structure of composition C46H34AsBrIrN7 at a distorted geometry, with ωB97M-V/def2-TZVPD.

Net charge: +2
Calculated total energy, Eh: -7070.1247
Molecular weight, g/mol: 1031.9
Energy relative to the best compared isomer or geometry (same formula, charge and spin), eV: 4.250
2S+1: 1
Largest force on an atom, hartree/bohr: 0.043

CARTESIAN COORDINATES (ANGSTROEM)
Ir  -0.575  -1.753  0.754
N  -4.211  0.661  0.926
C  -3.186  -0.087  1.279
N  -2.513  -0.853  0.452
C  -2.883  -0.879  -0.909
N  -2.332  -1.722  -1.711
N  -1.506  -2.550  -0.965
C  -1.563  -3.800  -1.177
C  -1.137  -4.620  -0.046
C  -1.000  -5.989  -0.095
C  -0.812  -6.684  1.096
C  -0.815  -5.981  2.284
C  -0.947  -4.596  2.252
N  -1.070  -3.921  1.113
C  -3.997  -0.042  -1.348
C  -4.450  -0.033  -2.671
C  -5.564  0.703  -3.007
C  -6.243  1.442  -2.032
C  -5.801  1.454  -0.727
C  -4.680  0.704  -0.395
H  -4.702  1.187  1.634
H  -2.895  -0.069  2.320
H  -2.115  -4.210  -2.018
H  -1.056  -6.503  -1.046
H  -0.689  -7.759  1.089
H  -0.736  -6.486  3.236
H  -0.979  -4.019  3.161
H  -3.921  -0.622  -3.408
H  -5.929  0.693  -4.025
H  -7.133  1.996  -2.300
H  -6.321  2.027  0.032
N  7.640  3.226  3.316
C  6.610  2.764  3.106
C  5.331  2.157  2.820
C  4.825  1.175  3.665
C  3.644  0.531  3.342
C  2.962  0.863  2.171
C  3.449  1.886  1.355
C  4.628  2.532  1.680
C  1.792  0.122  1.773
C  0.809  -0.506  1.439
H  5.364  0.914  4.566
H  3.251  -0.244  3.986
H  2.904  2.159  0.460
H  5.012  3.323  1.049
Br  1.246  -2.588  3.755
C  1.970  -3.078  2.091
C  3.224  -3.665  2.099
C  3.781  -4.069  0.900
C  3.073  -3.874  -0.276
C  1.839  -3.273  -0.204
N  1.284  -2.876  0.958
H  3.740  -3.813  3.036
H  4.756  -4.538  0.885
H  3.468  -4.188  -1.231
H  1.250  -3.092  -1.094
C  -2.938  3.249  -3.863
C  -2.093  2.211  -4.238
C  -1.365  1.531  -3.274
C  -1.456  1.909  -1.933
C  -2.328  2.927  -1.557
C  -3.058  3.603  -2.527
As  -0.329  0.992  -0.651
C  1.372  1.027  -1.586
C  2.238  -0.057  -1.484
C  3.470  -0.030  -2.117
C  3.839  1.077  -2.869
C  2.965  2.146  -3.003
C  1.728  2.121  -2.372
C  -0.220  2.341  0.749
C  0.204  3.622  0.403
C  0.340  4.599  1.380
C  0.024  4.313  2.699
C  -0.436  3.049  3.043
C  -0.555  2.066  2.072
H  -3.505  3.781  -4.617
H  -2.002  1.933  -5.280
H  -0.706  0.722  -3.567
H  -2.414  3.218  -0.517
H  -3.712  4.416  -2.238
H  1.944  -0.914  -0.898
H  4.143  -0.874  -2.029
H  4.801  1.100  -3.364
H  3.239  3.000  -3.608
H  1.046  2.950  -2.506
H  0.432  3.867  -0.626
H  0.696  5.584  1.106
H  0.127  5.078  3.458
H  -0.699  2.829  4.069
H  -0.883  1.076  2.353

***

Record 2
Computed, not measured: a structure of composition C46H35AsFN4O12SeSm at a distorted geometry, with ωB97M-V/def2-TZVPD.

Net charge: -2
Calculated total energy, Eh: -8290.8956
Molecular weight, g/mol: 1159.0
2S+1: 6
Largest force on an atom, hartree/bohr: 0.074

CARTESIAN COORDINATES (ANGSTROEM)
Sm  0.719  17.279  19.645
O  -1.157  22.127  23.420
C  -0.749  21.029  23.059
C  0.769  20.654  22.666
O  1.729  21.351  22.859
C  0.583  19.450  21.826
C  -0.739  19.032  21.750
O  -0.989  18.010  20.910
C  -1.670  19.826  22.558
O  -2.856  19.783  22.724
O  1.546  18.839  21.215
C  3.218  10.826  16.603
C  4.230  11.974  16.433
N  3.638  13.308  16.836
C  3.677  13.655  18.101
C  3.297  14.889  18.554
C  3.373  15.135  20.154
O  4.188  14.520  20.814
O  2.581  16.002  20.585
C  2.929  15.880  17.592
O  2.451  17.044  17.880
C  2.937  15.483  16.179
C  2.524  16.382  15.214
C  2.363  15.925  13.927
F  1.768  16.731  13.065
C  2.711  14.631  13.558
C  3.086  13.757  14.510
C  3.309  14.225  15.829
N  2.334  13.995  12.319
C  0.974  13.457  12.295
C  0.906  12.313  11.269
N  1.316  12.745  9.942
C  2.560  13.473  9.929
C  2.698  14.517  11.006
H  3.715  9.890  16.289
H  2.377  10.970  15.913
H  2.965  10.738  17.634
H  4.678  12.062  15.445
H  5.063  11.754  17.057
H  3.914  12.866  18.849
H  2.149  17.400  15.493
H  3.057  12.694  14.340
H  0.111  14.190  12.076
H  0.806  13.100  13.324
H  -0.084  11.853  11.366
H  1.630  11.554  11.567
H  0.585  13.417  9.614
H  -3.136  11.495  19.432
H  2.677  13.963  8.971
H  3.433  12.812  10.075
H  2.138  15.410  10.896
H  3.739  14.861  11.122
O  -0.075  20.026  16.061
C  -0.355  19.094  16.803
O  0.282  18.844  17.929
C  -1.624  18.255  16.439
C  -2.840  18.936  16.207
C  -3.984  18.196  15.990
C  -3.899  16.823  15.794
C  -2.693  16.135  15.907
C  -1.529  16.890  16.213
N  -5.153  16.049  15.585
O  -5.104  14.927  15.188
O  -6.182  16.671  15.731
H  -2.849  19.978  16.304
H  -4.992  18.618  15.958
H  -2.692  15.049  15.731
H  -0.613  16.311  16.290
C  -1.118  14.494  24.348
C  -1.899  15.561  23.923
C  -2.367  15.683  22.609
C  -2.182  14.618  21.702
C  -1.410  13.557  22.087
C  -0.892  13.442  23.439
As  -2.981  14.678  19.774
C  -4.209  13.436  19.490
C  -4.133  11.974  19.905
C  -5.501  11.326  19.434
C  -6.561  12.065  19.082
C  -6.648  13.514  19.011
C  -5.421  14.201  19.095
C  -5.316  15.666  18.950
C  -6.389  16.483  18.588
C  -6.220  17.851  18.823
C  -5.021  18.343  19.271
C  -3.948  17.560  19.468
C  -4.090  16.177  19.335
H  -0.876  14.320  25.382
H  -2.198  16.335  24.665
H  -2.954  16.644  22.261
H  -1.080  12.840  21.360
H  -0.248  12.569  23.602
H  -4.156  12.020  21.089
H  -5.505  10.250  19.607
H  -7.450  11.521  18.785
H  -7.640  13.926  18.904
H  -7.321  16.032  18.196
H  -6.924  18.686  18.653
H  -4.908  19.425  19.505
H  -3.015  18.129  19.864
Se  -0.929  14.622  18.729

***

Record 3
Computed, not measured: a structure of composition C46H36Cl5F4N3SbV at a distorted geometry, with ωB97M-V/def2-TZVPD.

Net charge: -1
Calculated total energy, Eh: -5823.4048
Molecular weight, g/mol: 1056.8
Energy relative to the best compared isomer or geometry (same formula, charge and spin), eV: 0.132
2S+1: 2
Largest force on an atom, hartree/bohr: 0.025

CARTESIAN COORDINATES (ANGSTROEM)
V  -0.068  1.399  -0.497
C  -4.079  -0.372  1.188
N  -3.414  0.011  -0.045
C  -4.233  0.928  -0.827
C  -3.001  -1.170  -0.793
C  -2.320  -0.892  -2.114
N  -1.122  -0.054  -2.069
C  -0.440  -0.042  -3.233
C  0.724  0.757  -3.373
F  1.037  1.600  -2.322
C  1.570  0.794  -4.449
F  2.651  1.593  -4.386
C  1.338  0.039  -5.579
C  0.176  -0.710  -5.536
F  -0.151  -1.453  -6.616
C  -0.681  -0.751  -4.460
F  -1.799  -1.499  -4.651
H  -5.021  -0.917  0.998
H  -4.300  0.516  1.784
H  -3.422  -1.020  1.775
H  -5.133  0.428  -1.224
H  -3.654  1.341  -1.650
H  -4.538  1.762  -0.196
H  -3.885  -1.791  -1.030
H  -2.350  -1.770  -0.150
H  -3.074  -0.465  -2.782
H  -2.078  -1.878  -2.513
H  2.001  0.043  -6.431
Cl  1.089  4.785  0.940
C  2.096  3.362  0.927
C  1.554  2.143  0.475
C  2.482  1.111  0.524
Cl  1.850  -0.430  -0.104
C  3.803  1.173  0.948
Cl  4.812  -0.232  0.935
C  4.278  2.396  1.386
Cl  5.912  2.553  1.933
C  3.412  3.496  1.374
Cl  4.015  5.032  1.906
N  -1.032  0.818  1.189
C  -1.588  1.701  2.182
C  -1.540  1.285  3.511
C  -2.140  2.014  4.518
C  -2.805  3.187  4.178
C  -2.823  3.613  2.862
C  -2.215  2.905  1.811
C  -2.229  3.444  0.412
C  -3.076  4.533  0.120
C  -3.087  5.140  -1.119
C  -2.236  4.653  -2.121
C  -1.422  3.575  -1.851
C  -1.371  2.925  -0.590
H  -0.577  0.030  1.642
H  -1.836  0.443  0.622
H  -1.026  0.356  3.743
H  -2.097  1.672  5.545
H  -3.300  3.778  4.940
H  -3.309  4.555  2.651
H  -3.760  4.919  0.867
H  -3.740  5.985  -1.305
H  -2.222  5.119  -3.101
H  -0.781  3.220  -2.655
C  -1.857  -7.253  2.789
C  -0.518  -7.212  2.415
C  0.055  -6.019  1.991
C  -0.704  -4.847  1.929
C  -2.046  -4.902  2.313
C  -2.622  -6.097  2.739
Sb  0.096  -2.968  1.235
C  0.045  -3.534  -0.838
C  -1.087  -4.216  -1.294
C  -1.269  -4.468  -2.649
C  -0.328  -4.032  -3.573
C  0.803  -3.357  -3.135
C  0.990  -3.112  -1.778
C  2.126  -3.399  1.731
C  2.600  -2.910  2.950
C  3.920  -3.116  3.333
C  4.785  -3.808  2.496
C  4.326  -4.295  1.278
C  3.004  -4.092  0.896
H  -2.300  -8.185  3.120
H  0.082  -8.114  2.451
H  1.102  -6.001  1.709
H  -2.657  -4.005  2.279
H  -3.665  -6.122  3.033
H  -1.842  -4.550  -0.590
H  -2.153  -4.995  -2.984
H  -0.482  -4.207  -4.630
H  1.536  -3.000  -3.849
H  1.879  -2.577  -1.469
H  1.938  -2.355  3.608
H  4.277  -2.719  4.276
H  5.818  -3.959  2.787
H  5.002  -4.828  0.618
H  2.661  -4.470  -0.060